1.
53
Properties=species:S:1:pos:R:3 method="wB97M-V/def2-TZVPD" largest_force_ev_per_a=2.52 homo_energy_ev="-14.6 / -14.5" charge=+2
C -1.155 -2.833 -2.415
C 0.046 -2.028 -2.163
H -0.855 -3.867 -2.665
H -1.722 -2.392 -3.263
H -1.786 -2.829 -1.499
O 1.215 -2.249 -2.066
I 0.198 2.896 -0.586
In -0.576 0.269 -1.471
P -0.054 0.861 -3.843
C 1.632 1.322 -4.328
C -0.619 -0.365 -5.053
H -2.046 2.227 -3.627
H -1.242 2.390 -5.234
H -0.559 3.226 -3.788
C -1.084 2.332 -4.147
H -1.670 -0.628 -4.860
H -0.538 0.109 -6.043
H 1.571 1.660 -5.377
H 2.295 0.446 -4.264
H 0.018 -1.261 -5.015
H 1.998 2.140 -3.689
C 2.187 0.373 -1.431
O 3.322 0.399 -1.436
Cl -2.957 0.151 -1.630
C 1.588 1.785 2.957
N 1.411 0.535 2.227
C 2.664 -0.134 1.874
P -0.028 -0.210 1.938
O -0.287 -0.568 0.483
N 0.092 -1.658 2.743
C -0.750 -2.774 2.313
C 0.540 -1.778 4.139
N -1.194 0.741 2.586
C -1.278 1.074 4.011
C -2.175 1.467 1.781
H 2.573 2.177 2.669
H 1.583 1.623 4.049
H 0.827 2.525 2.666
H 3.063 -0.664 2.754
H 2.500 -0.858 1.069
H 3.387 0.633 1.556
H -0.665 -2.890 1.225
H -0.396 -3.692 2.804
H -1.804 -2.612 2.596
H 0.989 -2.780 4.260
H 1.302 -1.022 4.395
H -0.290 -1.725 4.864
H -0.924 2.094 4.221
H -2.342 1.024 4.294
H -0.718 0.381 4.653
H -1.781 2.463 1.529
H -2.418 0.928 0.859
H -3.092 1.566 2.380


2.
58
Properties=species:S:1:pos:R:3 method="wB97M-V/def2-TZVPD" largest_force_ev_per_a=1.02 homo_energy_ev="-14.1 / -14.1" charge=+2
Tl 0.240 -0.966 -0.934
C 3.147 -0.172 -2.523
C 2.827 0.602 -1.275
C 2.236 1.865 -1.348
C 2.093 2.649 -0.214
C 2.536 2.184 1.016
C 3.048 0.897 1.120
C 3.188 0.109 -0.015
H 4.134 0.126 -2.883
H 2.443 0.045 -3.327
H 3.190 -1.248 -2.345
H 1.926 2.249 -2.312
H 1.659 3.637 -0.291
H 2.508 2.830 1.882
H 3.371 0.518 2.082
H 3.662 -0.864 0.060
C -6.525 -0.879 2.569
O -6.584 -0.026 1.431
C -5.479 0.274 0.775
C -5.660 1.146 -0.338
C -4.581 1.544 -1.109
C -3.290 1.099 -0.874
C -2.158 1.530 -1.731
C -2.374 2.463 -2.888
O -1.014 1.125 -1.545
C -3.085 0.190 0.267
O -1.953 -0.259 0.581
C -4.216 -0.166 1.067
H -7.547 -0.976 2.918
H -5.912 -0.434 3.357
H -6.137 -1.865 2.306
H -6.660 1.492 -0.563
H -4.782 2.227 -1.919
H -3.394 2.780 -3.056
H -2.000 1.980 -3.792
H -1.750 3.345 -2.733
H -4.041 -0.877 1.862
C -1.931 1.205 6.243
Ge -0.543 0.627 4.983
C 1.020 -0.243 5.790
C -0.164 1.961 3.598
C -1.660 -0.802 3.899
Se -0.720 -1.591 2.489
C 0.052 -3.068 3.480
H -1.529 1.991 6.883
H -2.258 0.383 6.878
H -2.788 1.609 5.707
H 1.539 0.503 6.393
H 1.719 -0.616 5.043
H 0.723 -1.052 6.456
H 0.503 2.725 3.996
H -1.090 2.448 3.293
H 0.301 1.509 2.724
H -2.467 -0.192 3.498
H -2.021 -1.548 4.605
H 0.459 -2.699 4.420
H 0.844 -3.507 2.877
H -0.701 -3.827 3.689


3.
9
Properties=species:S:1:pos:R:3 method="wB97M-V/def2-TZVPD" largest_force_ev_per_a=3.23 homo_energy_ev=-4.4 charge=-1
C 0.559 1.992 0.674
C -0.469 1.088 1.285
C -0.382 1.412 -0.110
O -0.808 -0.984 -1.113
O -1.036 -3.212 -0.205
S -0.509 -1.869 0.003
Br 1.885 -2.153 -0.262
H 1.568 2.402 0.797
H -0.808 1.325 -1.069


4.
17
Properties=species:S:1:pos:R:3 method="wB97M-V/def2-TZVPD" largest_force_ev_per_a=4.59 homo_energy_ev=-9.1 charge=0
C 2.314 -0.256 -0.311
C 2.027 1.080 -0.245
C 1.314 -1.207 -0.305
C 0.779 1.519 -0.094
C -0.073 -0.778 -0.132
C -0.337 0.644 -0.046
O -2.927 0.268 -1.019
Si -1.356 -2.061 0.202
Si -2.218 1.128 0.076
H 3.268 -0.466 -0.601
H 2.915 1.687 -0.096
H 1.584 -2.227 -0.093
H 0.636 2.654 0.059
H -1.889 -3.001 -0.602
H -1.642 -2.489 1.476
H -2.434 0.919 1.567
H -1.961 2.584 0.164


5.
74
Properties=species:S:1:pos:R:3 method="wB97M-V/def2-TZVPD" largest_force_ev_per_a=0.17 spin_multiplicity=2 homo_energy_ev="-1.2 / -2.2" charge=-2
Sn -0.447 -0.881 0.294
C -3.876 -1.797 -4.311
C -2.575 -1.386 -4.036
C -2.099 -1.367 -2.739
C -2.905 -1.780 -1.665
C -4.217 -2.195 -1.950
C -4.685 -2.195 -3.254
N -2.377 -1.788 -0.383
N -3.136 -2.373 0.537
C -2.541 -2.443 1.776
C -3.264 -3.083 2.800
C -2.714 -3.222 4.059
C -1.435 -2.735 4.322
C -0.726 -2.094 3.308
C -1.252 -1.922 2.034
H -4.247 -1.801 -5.329
H -1.924 -1.076 -4.845
H -1.080 -1.053 -2.543
H -4.843 -2.512 -1.130
H -5.704 -2.514 -3.446
H -4.254 -3.462 2.573
H -3.279 -3.717 4.843
H -0.996 -2.850 5.307
H 0.267 -1.718 3.533
S 0.015 4.647 1.511
Sb -1.129 3.300 0.039
S 0.850 2.598 -1.532
S -1.411 1.249 1.298
C 3.423 -0.400 -0.982
N 3.444 -1.793 -1.379
C 3.517 -2.827 -0.524
N 3.753 -2.541 0.766
S 3.366 -4.419 -1.067
H 3.343 0.221 -1.871
H 4.337 -0.136 -0.446
H 2.555 -0.182 -0.357
H 3.131 -2.045 -2.299
H 3.679 -1.618 1.195
H 3.721 -3.328 1.389
C 0.238 1.774 5.962
C 0.429 1.392 4.499
C 1.833 0.846 4.263
S 2.100 0.280 2.567
O 3.503 -0.291 2.528
C 2.140 1.835 1.657
C 3.505 2.493 1.529
C 4.045 3.111 2.813
H -0.771 2.150 6.131
H 0.940 2.559 6.258
H 0.394 0.916 6.622
H 0.235 2.258 3.864
H -0.307 0.642 4.203
H 1.999 -0.060 4.854
H 2.610 1.566 4.519
H 1.402 2.517 2.082
H 1.765 1.565 0.670
H 3.375 3.276 0.776
H 4.228 1.776 1.134
H 3.298 3.767 3.266
H 4.938 3.708 2.610
H 4.324 2.339 3.531
O -1.401 2.319 -3.248
B -0.030 2.123 -2.985
O 0.579 1.548 -4.129
C -0.415 1.413 -5.052
C -0.343 0.902 -6.327
C -1.528 0.881 -7.069
C -2.720 1.354 -6.536
C -2.782 1.866 -5.238
C -1.611 1.883 -4.519
H 0.590 0.530 -6.727
H -1.516 0.480 -8.075
H -3.624 1.309 -7.130
H -3.709 2.208 -4.798


6.
70
Properties=species:S:1:pos:R:3 method="wB97M-V/def2-TZVPD" largest_force_ev_per_a=1.13 homo_energy_ev=-16.2 charge=+3
Zr -0.159 0.223 0.122
O 1.036 4.767 -3.383
C 0.310 5.172 -2.344
O 0.236 6.315 -2.016
C -0.314 4.113 -1.468
C -1.184 4.391 -0.380
Cl -1.731 5.886 0.119
N -1.511 3.222 0.223
N -0.859 2.196 -0.403
C -0.152 2.751 -1.419
C 0.686 1.802 -2.207
O 1.208 2.004 -3.251
O 0.795 0.594 -1.532
C -2.357 2.901 1.364
C -2.288 1.623 1.923
C -3.032 1.258 3.031
C -3.892 2.193 3.599
C -4.000 3.448 3.027
C -3.245 3.812 1.913
H 0.992 3.809 -3.536
H -1.716 0.780 1.502
H -2.957 0.256 3.431
H -4.484 1.930 4.465
H -4.686 4.173 3.440
H -3.384 4.796 1.504
C -2.457 -0.673 -3.592
N -1.446 -1.652 -3.219
C -0.669 -2.368 -4.258
C 0.145 -3.397 -3.449
N -0.130 -2.980 -2.059
C -1.085 -2.055 -2.031
S -1.797 -1.521 -0.494
H -2.025 0.004 -4.329
H -2.777 -0.120 -2.708
H -3.313 -1.187 -4.026
H -0.048 -1.644 -4.787
H -1.359 -2.829 -4.966
H 1.211 -3.343 -3.652
H -0.203 -4.418 -3.598
H 0.060 -3.557 -1.252
O 0.981 -0.419 1.604
S 2.299 0.308 2.268
C 3.688 -0.147 1.217
C 4.911 0.430 1.881
C 5.670 1.378 1.203
C 6.814 1.886 1.795
C 7.184 1.462 3.065
C 6.423 0.519 3.742
C 5.287 -0.007 3.148
C 1.861 2.013 1.824
C 2.836 3.078 2.239
C 3.376 3.908 1.265
C 4.244 4.927 1.629
C 4.584 5.094 2.963
C 4.048 4.260 3.936
C 3.160 3.257 3.581
H 3.507 0.243 0.209
H 3.663 -1.240 1.215
H 5.386 1.703 0.212
H 7.424 2.603 1.266
H 8.078 1.859 3.523
H 6.724 0.180 4.722
H 4.719 -0.768 3.668
H 0.881 2.114 2.319
H 1.750 2.044 0.729
H 3.126 3.770 0.219
H 4.654 5.584 0.877
H 5.266 5.882 3.250
H 4.311 4.401 4.974
H 2.733 2.628 4.350


7.
53
Properties=species:S:1:pos:R:3 method="wB97M-V/def2-TZVPD" largest_force_ev_per_a=2.52 spin_multiplicity=2 homo_energy_ev="-9.5 / -9.6" charge=+1
Ir -0.298 -0.265 -0.022
C 1.494 2.167 -0.809
C 1.019 2.395 0.613
N 0.792 1.121 1.301
C 1.940 0.453 1.918
C 2.844 -0.244 0.924
S 1.904 -1.285 -0.249
C 2.362 -0.645 -1.888
C 1.369 0.341 -2.484
N 0.675 1.119 -1.455
H 1.423 3.108 -1.359
H 2.537 1.857 -0.841
H 1.724 3.029 1.157
H 0.058 2.908 0.579
H 0.110 1.283 2.041
H 2.535 1.152 2.516
H 1.529 -0.297 2.593
H 3.484 0.427 0.356
H 3.491 -0.925 1.476
H 3.384 -0.274 -1.816
H 2.385 -1.527 -2.527
H 1.887 0.989 -3.198
H 0.606 -0.216 -3.025
H -0.138 1.548 -1.889
Se -1.067 -1.484 2.048
P -2.706 -0.042 2.077
Se -2.274 1.315 0.430
C -4.294 -0.872 1.852
C -5.247 -0.354 0.982
C -6.403 -1.072 0.719
C -6.605 -2.307 1.318
C -5.662 -2.816 2.202
C -4.506 -2.103 2.468
C -2.757 0.787 3.680
C -2.638 2.169 3.781
C -2.599 2.769 5.033
C -2.675 1.992 6.178
C -2.799 0.610 6.078
C -2.837 0.006 4.834
H -5.085 0.601 0.499
H -7.135 -0.673 0.030
H -7.499 -2.875 1.094
H -5.825 -3.774 2.677
H -3.762 -2.520 3.136
H -2.585 2.777 2.887
H -2.513 3.845 5.112
H -2.628 2.459 7.152
H -2.867 0.005 6.971
H -2.921 -1.071 4.763
Se -1.121 -1.822 -1.740
Se -3.078 -4.692 -3.920
Te -3.990 -4.260 -1.761
Se -3.410 -1.826 -1.360


8.
20
Properties=species:S:1:pos:R:3 method="wB97M-V/def2-TZVPD" smiles="[H]/N=C(/N)NC.CC(=O)O" largest_force_ev_per_a=9.13 homo_energy_ev=-9.2 charge=0
C -0.977 -2.709 -0.596
C -1.381 -0.226 -1.155
N -1.130 0.934 -1.734
N -0.644 -1.395 -1.340
N -1.986 -0.161 0.245
H -0.385 1.157 -2.341
H 2.310 1.326 3.362
H -0.576 -1.615 -2.249
H -2.127 0.791 0.437
H -2.799 -0.673 0.415
H -1.228 -3.605 -1.150
H -1.860 -2.566 0.058
H -0.175 -2.955 0.002
C 1.758 1.906 0.339
C 2.173 1.194 1.495
O 2.018 1.837 2.729
O 2.419 0.033 1.573
H 2.384 2.718 -0.077
H 0.841 2.406 0.621
H 1.367 1.603 -0.633


- Which of these has the lowest charge?
  C26H33BN4O3S5SbSn


- Which of these has the highest charge?
  C29H28ClN4O5S2Zr


- Which value of charge does entry 8 give?
  0


What did the eighth record say?
20
Properties=species:S:1:pos:R:3 method="wB97M-V/def2-TZVPD" smiles="[H]/N=C(/N)NC.CC(=O)O" largest_force_ev_per_a=9.13 homo_energy_ev=-9.2 charge=0
C -0.977 -2.709 -0.596
C -1.381 -0.226 -1.155
N -1.130 0.934 -1.734
N -0.644 -1.395 -1.340
N -1.986 -0.161 0.245
H -0.385 1.157 -2.341
H 2.310 1.326 3.362
H -0.576 -1.615 -2.249
H -2.127 0.791 0.437
H -2.799 -0.673 0.415
H -1.228 -3.605 -1.150
H -1.860 -2.566 0.058
H -0.175 -2.955 0.002
C 1.758 1.906 0.339
C 2.173 1.194 1.495
O 2.018 1.837 2.729
O 2.419 0.033 1.573
H 2.384 2.718 -0.077
H 0.841 2.406 0.621
H 1.367 1.603 -0.633